No. 1
{"formula": "C18H35Br3N5O3S", "method": "ωB97M-V/def2-TZVPD", "multiplicity": 1, "homo_lumo_gap_ev": 7.32, "lumo_energy_ev": -4.06, "total_charge": 1, "species": ["C", "O", "C", "C", "C", "C", "C", "N", "C", "C", "C", "N", "C", "N", "C", "C", "Br", "C", "C", "Br", "N", "S", "N", "Br", "H", "H", "H", "H", "H", "H", "H", "H", "H", "H", "H", "H", "H", "H", "H", "H", "H", "H", "H", "H", "H", "H", "H", "H", "H", "C", "O", "C", "C", "O", "C", "H", "H", "H", "H", "H", "H", "H", "H", "H", "H"], "positions_angstrom": [[3.802, -2.640, 3.777], [4.323, -1.243, 3.944], [3.473, -0.327, 3.168], [4.211, 0.240, 1.780], [2.961, 0.522, 0.713], [2.484, -0.943, 0.154], [1.871, -0.916, -1.386], [0.646, -1.784, -1.383], [0.865, -3.237, -1.859], [0.016, -3.616, -3.208], [-0.119, -5.283, -3.206], [1.118, -5.967, -2.622], [-0.622, -1.494, -0.983], [-1.904, -2.293, -0.902], [-3.091, -1.536, -0.342], [-4.640, -1.972, -0.031], [-6.117, -0.595, -0.213], [-4.991, -3.352, 0.409], [-6.578, -3.725, 0.708], [-3.668, -4.846, 0.642], [-2.441, -0.191, -0.100], [-3.087, 1.292, 0.558], [-1.089, -0.165, -0.474], [-0.320, 1.504, -0.221], [3.840, -2.995, 2.659], [2.656, -2.724, 4.102], [4.435, -3.299, 4.514], [3.165, 0.656, 3.766], [2.460, -0.887, 2.944], [4.632, 1.301, 2.064], [5.008, -0.502, 1.349], [3.224, 1.310, -0.111], [2.096, 0.995, 1.387], [3.424, -1.675, 0.150], [1.668, -1.458, 0.853], [2.705, -1.442, -2.058], [1.739, 0.159, -1.828], [0.456, -3.944, -0.989], [1.994, -3.501, -2.016], [0.592, -3.366, -4.215], [-1.083, -3.214, -3.236], [-1.020, -5.614, -2.496], [-0.312, -5.728, -4.271], [1.069, -6.007, -1.577], [2.002, -5.531, -2.967], [-6.663, -4.915, 0.710], [-7.219, -3.322, -0.206], [-6.999, -3.246, 1.691], [-2.665, 1.270, 1.926], [-0.762, 7.983, 0.897], [-0.383, 7.696, -0.445], [0.731, 6.800, -0.513], [0.280, 5.377, -0.856], [-0.486, 4.803, 0.208], [-1.884, 4.826, -0.061], [-1.734, 8.482, 0.879], [-0.849, 7.074, 1.498], [-0.030, 8.658, 1.351], [1.305, 6.816, 0.422], [1.383, 7.164, -1.313], [1.167, 4.748, -0.984], [-0.283, 5.359, -1.798], [-2.129, 4.067, -0.811], [-2.216, 5.807, -0.408], [-2.415, 4.587, 0.864]]}



No. 2
{"formula": "C16H32Cl14O3", "method": "ωB97M-V/def2-TZVPD", "multiplicity": 1, "homo_lumo_gap_ev": 9.77, "lumo_energy_ev": 0.41, "smiles": "CC(C)=O.CC(C)=O.CC(C)=O.ClCCl.ClCCl.ClCCl.ClCCl.ClCCl.ClCCl.ClCCl", "species": ["C", "C", "C", "O", "H", "H", "H", "H", "H", "H", "C", "C", "C", "O", "H", "H", "H", "H", "H", "H", "C", "C", "C", "O", "H", "H", "H", "H", "H", "H", "Cl", "C", "Cl", "H", "H", "Cl", "C", "Cl", "H", "H", "Cl", "C", "Cl", "H", "H", "Cl", "C", "Cl", "H", "H", "Cl", "C", "Cl", "H", "H", "Cl", "C", "Cl", "H", "H", "Cl", "C", "Cl", "H", "H"], "positions_angstrom": [[0.475, 1.618, 2.656], [0.866, 2.241, 1.359], [0.537, 3.720, 1.310], [1.311, 1.682, 0.389], [0.560, 0.499, 2.670], [-0.421, 1.959, 3.093], [1.256, 1.847, 3.360], [1.025, 4.299, 2.073], [-0.534, 3.987, 1.359], [0.950, 4.118, 0.338], [-4.022, -2.623, -0.803], [-3.683, -1.816, 0.459], [-4.781, -1.596, 1.489], [-2.486, -1.454, 0.577], [-3.064, -2.678, -1.295], [-4.849, -2.175, -1.361], [-4.407, -3.610, -0.513], [-4.399, -0.817, 2.099], [-4.837, -2.538, 2.098], [-5.710, -1.280, 1.043], [-0.766, -0.665, -1.646], [-1.992, 0.124, -1.798], [-1.925, 1.534, -1.236], [-3.021, -0.219, -2.347], [-0.224, -0.335, -0.707], [-0.088, -0.476, -2.496], [-0.843, -1.803, -1.645], [-1.002, 2.041, -1.244], [-2.259, 1.390, -0.194], [-2.636, 2.127, -1.820], [3.329, 3.626, -2.099], [3.134, 1.910, -2.255], [4.223, 1.271, -3.457], [3.399, 1.405, -1.316], [2.084, 1.743, -2.524], [0.607, 1.617, -6.450], [-0.253, 0.075, -6.187], [-1.669, 0.358, -5.055], [-0.746, -0.222, -7.133], [0.335, -0.745, -5.730], [-1.451, -2.960, 3.595], [-1.528, -1.163, 3.439], [-2.509, -0.436, 4.706], [-0.494, -0.784, 3.709], [-1.868, -0.840, 2.476], [1.786, -0.350, 5.297], [2.578, -1.947, 5.164], [4.395, -1.877, 5.097], [2.322, -2.439, 6.125], [2.221, -2.331, 4.192], [2.512, -1.099, 1.464], [3.823, -1.700, 0.416], [3.604, -1.373, -1.289], [4.611, -1.035, 0.813], [3.901, -2.758, 0.619], [-0.124, 4.737, -5.097], [0.109, 5.679, -3.550], [-0.797, 4.999, -2.194], [1.180, 5.607, -3.344], [-0.217, 6.670, -3.751], [3.719, -5.333, 0.285], [2.388, -4.896, 1.352], [2.706, -5.023, 3.085], [2.069, -3.877, 1.145], [1.589, -5.611, 1.187]]}



No. 3
{"formula": "C20H16FN2O7S2", "method": "ωB97M-V/def2-TZVPD", "multiplicity": 1, "homo_lumo_gap_ev": 5.88, "lumo_energy_ev": 1.77, "total_charge": -1, "species": ["C", "C", "O", "C", "C", "C", "C", "C", "C", "N", "O", "O", "H", "H", "H", "H", "H", "H", "C", "C", "C", "C", "S", "N", "F", "S", "C", "C", "C", "C", "C", "C", "O", "O", "O", "O", "C", "C", "H", "H", "H", "H", "H", "H", "H", "H", "H", "H"], "positions_angstrom": [[0.651, -1.077, 2.693], [1.688, -0.352, 3.439], [1.374, 0.188, 4.498], [3.095, -0.313, 2.878], [3.341, -0.573, 1.521], [4.638, -0.631, 0.990], [5.735, -0.346, 1.825], [5.520, -0.047, 3.182], [4.216, -0.020, 3.700], [0.902, -2.417, 2.547], [-0.017, -3.271, 2.434], [2.116, -2.811, 2.499], [-0.393, -0.848, 2.860], [2.487, -0.759, 0.868], [4.798, -0.898, -0.064], [6.751, -0.346, 1.422], [6.378, 0.186, 3.832], [4.047, 0.203, 4.759], [2.702, 2.217, -2.546], [1.667, 2.692, -3.367], [0.550, 1.889, -3.600], [0.511, 0.620, -3.018], [-0.917, -0.438, -3.233], [-1.889, -0.024, -1.746], [-1.112, -0.512, -0.471], [-3.493, -0.892, -2.071], [-4.547, -0.257, -0.765], [-4.491, -0.919, 0.449], [-5.284, -0.458, 1.495], [-6.093, 0.673, 1.309], [-6.141, 1.327, 0.069], [-5.350, 0.866, -0.983], [-3.995, -0.167, -3.191], [-3.409, -2.332, -2.074], [-1.632, 0.250, -4.264], [-0.573, -1.830, -3.340], [1.530, 0.132, -2.215], [2.639, 0.935, -1.979], [3.562, 2.852, -2.335], [1.733, 3.689, -3.815], [-0.285, 2.250, -4.203], [-3.810, -1.766, 0.551], [-5.255, -0.987, 2.450], [-6.677, 1.052, 2.145], [-6.787, 2.197, -0.072], [-5.342, 1.380, -1.945], [1.418, -0.859, -1.771], [3.443, 0.551, -1.348]]}



No. 4
{"formula": "C34H38Cl2CrO2PSSb", "method": "ωB97M-V/def2-TZVPD", "multiplicity": 5, "homo_lumo_gap_ev": [7.54, 8.09], "lumo_energy_ev": [0.30, 0.24], "s_squared": 6.02, "species": ["Cr", "Cl", "C", "C", "C", "C", "C", "Cl", "C", "S", "H", "H", "H", "O", "C", "O", "C", "C", "C", "C", "C", "C", "P", "C", "C", "C", "C", "C", "C", "C", "C", "C", "C", "C", "C", "H", "H", "H", "H", "H", "H", "H", "H", "H", "H", "H", "H", "H", "H", "C", "C", "C", "Sb", "C", "C", "C", "C", "C", "C", "H", "H", "H", "H", "H", "H", "H", "H", "H", "H", "H", "H", "H", "H", "H", "H", "H", "H", "H", "H", "H"], "positions_angstrom": [[1.332, -0.277, -0.289], [1.495, -0.292, 2.131], [3.207, 0.053, 2.476], [3.538, 0.059, 3.816], [4.849, 0.342, 4.166], [5.771, 0.614, 3.166], [5.390, 0.594, 1.839], [6.602, 0.949, 0.652], [4.079, 0.302, 1.416], [3.659, 0.264, -0.276], [2.788, -0.151, 4.563], [5.147, 0.353, 5.203], [6.797, 0.845, 3.409], [1.200, -0.813, -4.361], [0.742, -0.971, -3.244], [1.196, -0.361, -2.203], [-0.447, -1.930, -3.099], [-1.046, -2.282, -4.308], [-2.168, -3.088, -4.355], [-2.725, -3.568, -3.178], [-2.139, -3.240, -1.969], [-1.003, -2.429, -1.912], [-0.248, -2.142, -0.286], [0.608, -3.692, 0.119], [-0.076, -4.897, 0.283], [0.616, -6.059, 0.565], [2.002, -6.030, 0.683], [2.687, -4.839, 0.519], [1.993, -3.669, 0.241], [-1.638, -2.018, 0.875], [-2.720, -1.199, 0.548], [-3.725, -0.968, 1.472], [-3.654, -1.540, 2.736], [-2.575, -2.343, 3.070], [-1.568, -2.581, 2.145], [-0.601, -1.891, -5.211], [-2.612, -3.338, -5.310], [-3.607, -4.195, -3.199], [-2.584, -3.607, -1.053], [-1.155, -4.927, 0.193], [0.080, -6.991, 0.690], [2.544, -6.941, 0.900], [3.765, -4.810, 0.605], [2.548, -2.745, 0.109], [-2.779, -0.744, -0.433], [-4.564, -0.339, 1.205], [-4.439, -1.359, 3.457], [-2.514, -2.790, 4.054], [-0.730, -3.210, 2.417], [-1.535, 3.934, 2.028], [-1.865, 3.590, 0.584], [-3.240, 2.942, 0.492], [-0.356, 2.331, -0.301], [1.337, 3.681, -0.262], [1.026, 5.158, -0.451], [2.137, 3.461, 1.020], [-0.925, 2.409, -2.381], [-1.867, 1.256, -2.706], [-1.514, 3.723, -2.868], [-2.324, 4.555, 2.458], [-0.596, 4.480, 2.125], [-1.460, 3.033, 2.642], [-1.858, 4.506, -0.014], [-3.259, 1.985, 1.019], [-3.549, 2.760, -0.538], [-3.995, 3.584, 0.954], [1.948, 3.328, -1.100], [0.376, 5.540, 0.340], [0.549, 5.377, -1.406], [1.951, 5.738, -0.409], [1.567, 3.737, 1.911], [3.039, 4.077, 1.010], [2.455, 2.424, 1.127], [0.023, 2.218, -2.894], [-2.859, 1.413, -2.273], [-1.494, 0.300, -2.343], [-1.994, 1.164, -3.787], [-2.438, 3.971, -2.339], [-1.767, 3.652, -3.929], [-0.832, 4.563, -2.752]]}